# 1
{"formula": "C17H30NO2P2TeZr", "method": "ωB97M-V with the def2-TZVPD basis set", "elements": ["Te", "Zr", "P", "P", "O", "O", "N", "C", "C", "C", "C", "C", "C", "C", "C", "C", "C", "C", "C", "C", "C", "C", "C", "C", "H", "H", "H", "H", "H", "H", "H", "H", "H", "H", "H", "H", "H", "H", "H", "H", "H", "H", "H", "H", "H", "H", "H", "H", "H", "H", "H", "H", "H", "H"], "positions_angstrom": [[2.7604, -0.0730, -0.7910], [0.4244, 0.0884, 0.5991], [0.3972, 2.4697, -0.3807], [-0.5123, -2.3279, 0.3687], [-2.6006, -1.9459, -2.4409], [-1.7264, 0.4911, -2.8705], [-1.8565, 0.5556, 0.4521], [0.2822, 3.0385, -2.0865], [-1.2940, 2.9548, 0.2727], [3.6734, -0.8916, 0.9500], [-3.6390, 2.1376, 0.4327], [1.4519, 3.6865, 0.4213], [-2.7751, -0.4395, 0.4748], [4.8616, -2.0761, 3.1763], [4.8817, -2.7309, 1.9350], [-4.5744, 1.1194, 0.6136], [4.2909, -2.1455, 0.8107], [3.6261, -0.2236, 2.1863], [4.2238, -0.8339, 3.2995], [-4.1421, -0.2018, 0.5903], [-2.2952, -1.8065, 0.1484], [-2.2897, 1.8281, 0.3818], [-0.6172, -2.9737, 2.0516], [-0.4393, -3.8597, -0.5911], [-2.4905, -1.0024, -2.6284], [1.2698, 3.6894, 1.5004], [-1.1185, 3.4286, 1.2587], [2.4963, 3.4008, 0.2640], [0.4009, -3.1839, 2.3759], [1.2704, 4.6843, 0.0072], [-5.6131, 1.3478, 0.7171], [-1.0776, -0.0536, -2.3973], [0.5352, 0.6178, 2.2676], [5.3302, -2.5370, 4.0492], [-3.9179, 3.1800, 0.3825], [0.0613, 4.1129, -2.0998], [-2.9658, -2.5864, 0.5487], [4.1923, -0.3355, 4.2618], [3.1068, 0.7301, 2.2649], [-4.8379, -1.0337, 0.6571], [4.3000, -2.6354, -0.1611], [-3.5576, -2.0631, -2.2605], [-0.9492, -3.7909, -1.5610], [-0.8867, -4.6907, -0.0276], [0.6171, -4.0805, -0.7809], [5.3663, -3.6994, 1.8449], [-2.2590, -1.8819, -0.9180], [-1.0544, -2.2338, 2.7259], [0.1317, 0.1039, -1.1730], [-0.4935, 2.4751, -2.6185], [-1.2225, -3.8860, 2.0565], [-1.4993, 0.1600, -3.7778], [1.2363, 2.8504, -2.5900], [-1.6602, 3.7434, -0.4071]], "atomic_forces_ev_per_a": [[0.5, -0.2, -0.2], [1.8, -1.7, -0.8], [-1.4, 0.5, 0.6], [-2.2, -0.4, 0.3], [-1.3, -0.9, -1.3], [0.4, -0.9, -1.7], [-0.4, 0.1, -0.2], [0.2, -0.3, -0.5], [0.6, 0.4, -0.1], [-0.1, 0.1, 0.1], [-0.1, -0.3, 0.3], [0.4, 0.3, 0.2], [0.4, -0.2, -0.2], [-0.3, 0.3, -0.3], [-0.1, 0.3, 0.0], [0.8, -0.1, -0.3], [0.0, 0.3, 0.8], [0.2, -0.8, -0.2], [0.1, -0.2, -0.3], [0.2, 0.5, 0.2], [0.8, -0.8, 1.9], [-0.1, 0.4, 0.1], [0.6, 0.0, 0.4], [0.3, -0.3, -0.6], [-0.4, 0.4, -0.2], [0.0, 0.0, -0.2], [-0.2, -0.3, -0.4], [-0.1, 0.1, -0.1], [0.0, -0.3, 0.4], [0.1, -0.1, 0.1], [-0.5, 0.1, 0.0], [0.6, 0.6, 0.9], [-0.2, 1.4, 2.0], [-0.2, 0.2, -0.3], [-0.2, 0.0, 0.0], [0.1, -0.2, 0.0], [0.2, 0.2, -0.2], [0.0, 0.0, -0.1], [0.3, -0.1, 0.1], [0.2, 0.2, 0.0], [0.1, 0.0, 0.3], [0.8, 0.0, -0.4], [0.2, 0.2, 0.3], [0.1, 0.3, -0.1], [-0.2, -0.1, 0.0], [0.0, 0.1, 0.0], [-0.5, 0.0, -0.4], [0.1, 0.0, 0.0], [-0.6, 0.2, -1.2], [0.1, 0.2, 0.2], [0.1, 0.2, 0.1], [-0.6, 0.9, 0.5], [-0.1, 0.1, 0.0], [-0.2, -0.3, 0.4]], "mulliken_charge": [0.105, -0.954, 1.550, 0.944, -0.714, -0.764, 0.350, -1.374, -1.189, 0.220, -1.011, -1.359, 1.170, -0.481, -0.457, -0.545, -0.734, 0.024, -0.554, -1.099, -0.769, 0.550, -1.401, -1.226, 0.470, 0.415, 0.386, 0.362, 0.421, 0.415, 0.465, 0.029, 0.013, 0.383, 0.518, 0.463, 0.578, 0.389, 0.343, 0.513, 0.365, 0.378, 0.350, 0.417, 0.386, 0.386, -0.358, 0.372, 0.248, 0.309, 0.457, 0.305, 0.417, 0.520], "charge": 1, "e_homo_ev": -10.323, "homo_lumo_gap_ha": 0.2618}

# 2
{"formula": "C17H31AsBN3O11S6TcTe", "method": "ωB97M-V with the def2-TZVPD basis set", "elements": ["Te", "Tc", "As", "S", "S", "S", "S", "S", "S", "O", "O", "O", "O", "O", "O", "O", "O", "O", "O", "O", "N", "N", "N", "C", "C", "C", "C", "C", "C", "C", "C", "C", "C", "C", "C", "C", "C", "C", "C", "C", "B", "H", "H", "H", "H", "H", "H", "H", "H", "H", "H", "H", "H", "H", "H", "H", "H", "H", "H", "H", "H", "H", "H", "H", "H", "H", "H", "H", "H", "H", "H", "H"], "positions_angstrom": [[1.8605, 2.2828, 0.3221], [0.0438, 0.9774, -0.8478], [-1.8679, -2.3423, -1.4726], [-3.7687, -1.7161, -2.1476], [0.0113, -0.8812, 0.4540], [1.3748, -2.1979, -0.3710], [0.7581, 0.5162, -3.3510], [-2.3181, -3.9530, -0.1957], [-7.2280, 2.3307, 2.3767], [-1.3924, 2.4687, 1.3984], [3.9406, -1.0561, -0.0073], [-8.3603, 1.9481, 1.5833], [2.9852, -1.8784, 1.8703], [-7.2962, 3.5871, 3.0736], [-0.2832, 1.4351, -2.8243], [-6.2880, 2.7069, -1.9478], [1.5385, 0.0466, -2.2078], [0.2568, -0.5084, -4.2129], [-1.0771, 3.5391, -0.5343], [-4.7564, 2.8958, -3.4671], [-5.1649, 2.4787, -2.3915], [-2.3652, 0.8532, -0.8879], [-4.4931, 1.1669, -0.3890], [-1.7438, 4.6768, 0.0161], [-6.9299, 1.0202, 3.6148], [-0.9317, 2.4671, 0.2771], [-3.3210, 0.6378, 0.0171], [-5.7366, 2.3655, 1.3228], [-4.2603, 1.7448, -1.6246], [3.7489, -0.0092, 3.1104], [-5.7320, 1.1928, 0.3550], [4.1874, -1.2507, 2.3306], [4.9092, -2.2190, 3.2653], [4.9536, -0.9176, 0.9965], [-3.1083, -0.0500, 1.3036], [6.0623, -1.9213, 0.6505], [-8.2106, 0.8961, 4.4105], [5.5441, 0.4886, 0.9463], [1.8334, 1.5997, -4.3240], [-2.9343, 1.5106, -1.9129], [2.8594, -1.6547, 0.5437], [-6.5672, 1.3096, -0.3392], [-2.6881, -1.0431, 1.1352], [-6.6951, 0.1090, 3.0740], [5.1547, -3.1498, 2.7625], [4.7687, 1.2506, 0.9733], [-9.0293, 0.6740, 3.7301], [-2.6051, 4.3568, 0.6068], [1.2006, 2.0501, -5.0752], [5.6882, -2.9419, 0.6568], [-5.7783, 3.3134, 0.7878], [6.1046, 0.6020, 0.0227], [5.8149, -1.7581, 3.6517], [6.8875, -1.8325, 1.3508], [-4.0360, -0.1475, 1.8560], [6.2179, 0.6230, 1.7873], [-6.0890, 1.3454, 4.2191], [4.5933, 0.5519, 3.4987], [4.2428, -2.4485, 4.0926], [-2.3787, 0.5220, 1.8791], [3.1205, -0.3399, 3.9334], [3.1485, 0.6343, 2.4692], [-2.3801, 1.8009, -2.7808], [-8.4231, 1.8406, 4.9050], [6.4196, -1.6974, -0.3525], [-1.0501, 5.2232, 0.6599], [-4.8810, 2.3577, 1.9936], [-2.0628, 5.2924, -0.8226], [-5.8495, 0.2427, 0.8794], [2.6163, 1.0114, -4.7787], [-8.1426, 0.1092, 5.1571], [2.2497, 2.3573, -3.6711]], "atomic_forces_ev_per_a": [[-0.7, -0.3, -0.7], [-0.3, 0.3, 3.5], [-1.2, -0.9, -0.4], [0.1, 0.2, -0.2], [0.0, 0.8, -0.4], [-0.1, -0.2, -0.1], [1.9, -0.7, -3.5], [0.5, 0.2, 0.1], [0.7, 0.0, 0.1], [0.2, -0.2, -0.3], [0.3, 0.3, -0.6], [-0.1, -0.4, -0.4], [-0.1, -0.3, 0.7], [0.2, 0.2, 0.3], [-1.0, 0.5, 0.7], [0.1, 0.0, -0.1], [-0.1, -0.1, 0.4], [0.0, 0.4, 0.1], [-0.1, 0.1, -0.4], [-0.2, -0.1, 0.2], [-0.3, 0.6, -0.7], [1.0, 0.4, -0.1], [0.4, 0.0, -0.1], [-0.1, -0.1, 0.2], [-0.1, 0.6, -0.6], [0.2, 0.1, 0.5], [-0.1, -0.1, 0.1], [-0.7, -0.3, 0.5], [1.5, -0.6, 0.2], [-0.1, -0.3, -0.3], [-0.6, -0.2, 0.2], [0.2, 0.2, 0.3], [-0.3, 0.2, -0.3], [0.5, -0.2, 0.2], [0.1, -0.1, 0.1], [-0.4, 0.2, 0.0], [-0.2, 0.1, 0.0], [-0.3, -0.3, -0.1], [-0.7, -0.4, 0.6], [-0.8, 0.4, -0.3], [-0.4, 0.0, -0.1], [0.3, -0.2, 0.2], [-0.2, -0.1, -0.1], [0.1, -0.1, -0.1], [0.1, 0.0, 0.0], [0.0, 0.0, 0.0], [-0.1, -0.1, 0.1], [0.1, 0.1, -0.1], [-0.1, 0.1, -0.2], [0.0, -0.1, 0.0], [-0.1, 0.1, 0.1], [0.1, 0.1, -0.1], [0.1, 0.0, 0.1], [0.1, -0.1, 0.1], [0.0, -0.1, 0.1], [0.2, 0.1, 0.1], [0.2, 0.0, 0.0], [0.1, 0.1, 0.1], [0.0, 0.0, 0.1], [-0.1, 0.0, 0.1], [0.0, 0.0, 0.1], [0.0, 0.1, 0.0], [-0.1, 0.1, -0.1], [-0.1, 0.0, 0.1], [0.0, 0.0, 0.0], [-0.1, 0.0, 0.0], [0.1, 0.1, 0.1], [0.1, 0.0, 0.0], [0.1, 0.0, -0.1], [0.1, -0.2, -0.1], [0.1, -0.1, 0.0], [0.0, 0.1, 0.2]], "mulliken_charge": [-0.007, 0.204, 0.270, -0.492, -0.301, -0.343, 1.194, -0.489, 1.324, -0.675, -0.397, -0.668, -0.524, -0.707, -0.714, -0.691, -0.484, -0.617, 0.039, -0.675, 1.165, 1.330, 0.681, -0.694, -0.331, 1.281, -0.021, -0.179, -0.804, -1.618, -1.644, 1.649, -1.913, 1.751, -1.384, -2.108, -1.372, -1.758, -1.124, -0.852, 0.699, 0.458, 0.107, 0.317, 0.356, 0.166, 0.365, 0.220, 0.396, 0.385, 0.336, 0.470, 0.351, 0.363, 0.338, 0.355, 0.404, 0.321, 0.469, 0.299, 0.509, -0.017, 0.848, 0.353, 0.529, 0.265, 0.328, 0.220, 0.464, 0.367, 0.382, 0.275], "charge": -1, "e_homo_ev": [-4.124, -4.124], "de_lowest_kj_mol": 362.7, "homo_lumo_gap_ha": [0.1599, 0.1600]}

# 3
{"formula": "C17H31F5P2Pd", "method": "ωB97M-V with the def2-TZVPD basis set", "elements": ["Pd", "P", "P", "F", "F", "F", "F", "F", "C", "C", "C", "C", "C", "C", "C", "C", "C", "C", "C", "C", "C", "C", "C", "C", "C", "H", "H", "H", "H", "H", "H", "H", "H", "H", "H", "H", "H", "H", "H", "H", "H", "H", "H", "H", "H", "H", "H", "H", "H", "H", "H", "H", "H", "H", "H", "H"], "positions_angstrom": [[0.9815, -0.1902, 2.2699], [1.5930, -1.2807, 0.5078], [-0.1792, -1.8644, 2.9437], [-0.1133, 1.0113, 4.7388], [3.4070, 1.3536, 4.2659], [1.5253, -0.4126, 5.2091], [1.8403, 2.8742, 3.9172], [2.1521, 2.0622, 5.9296], [-1.8776, -1.3391, 3.2241], [-2.3767, 0.8470, -5.2882], [0.3526, -2.9155, 4.3423], [1.1381, 0.5858, 4.3275], [1.2946, -3.0679, 0.9849], [-1.5059, 1.6659, -1.8987], [0.1657, 1.8892, -3.7431], [-0.1057, -3.1434, 1.6038], [2.1474, 1.7444, 4.6024], [-1.6442, 1.9136, -5.6356], [0.3992, -1.1312, -0.8730], [-0.7135, 2.7017, -4.7440], [-2.6576, 1.3706, -2.8015], [-0.2531, 1.9298, -2.2979], [3.1217, -0.7895, -0.3481], [-2.4495, 0.2845, -3.8949], [0.7718, 1.6263, 1.3017], [1.1837, 2.3114, -3.7851], [-2.4669, -2.1681, 3.6313], [0.6209, -2.2968, 5.2000], [3.8250, -0.3875, 0.3968], [-3.3116, -0.4062, -3.8557], [2.8633, 0.0244, -1.0462], [-1.7268, 2.3074, -6.6569], [-0.8990, -2.9865, 0.8556], [1.3917, -3.7213, 0.1144], [-2.2895, -0.9957, 2.2676], [-0.4714, -3.5869, 4.6168], [-0.2842, -4.0973, 2.1096], [1.2279, -3.5095, 4.0519], [-1.2427, 3.5238, -4.2203], [0.3478, 1.4975, 0.2967], [2.0824, -3.3232, 1.7025], [-2.9660, 0.3093, -6.0432], [-1.8735, -0.4982, 3.9309], [0.6059, -1.9200, -1.6122], [0.5324, -0.1404, -1.3271], [1.7645, 2.0893, 1.2595], [0.0923, 2.2279, 1.9158], [0.2637, 0.8396, -4.0863], [0.5337, 2.1687, -1.5739], [-0.6289, -1.2117, -0.5097], [3.5813, -1.6123, -0.9204], [-1.7485, 1.6615, -0.8265], [-1.5506, -0.3223, -3.6650], [0.0057, 3.1823, -5.4286], [-3.0041, 2.2940, -3.2871], [-3.4730, 1.0214, -2.1493]], "atomic_forces_ev_per_a": [[1.1, 2.8, 1.5], [0.8, -1.9, -1.8], [-2.2, -2.4, 0.1], [1.5, -0.8, -1.2], [-1.4, 0.3, 0.2], [-0.5, 1.1, -1.3], [0.1, -1.2, 0.4], [-0.2, -0.5, -1.6], [-0.4, -0.4, 0.2], [-1.8, -3.8, 1.8], [0.2, 0.4, 0.3], [0.6, 0.3, 3.7], [0.7, 0.3, -0.5], [1.1, 0.4, 0.5], [0.3, 0.0, 0.0], [-0.3, 0.4, 0.2], [1.1, 1.2, 0.6], [2.2, 4.0, -0.4], [0.0, 0.4, 0.2], [0.7, -0.8, -0.7], [-0.4, -0.1, 0.1], [-0.9, -0.2, 0.1], [0.6, -0.4, 0.0], [-0.8, 0.1, -0.4], [-1.5, 1.6, -1.2], [-0.4, -0.1, -0.3], [-0.2, 0.2, -0.1], [-0.1, -0.3, -0.1], [-0.1, -0.3, -0.4], [0.5, 0.2, -0.2], [0.0, -0.3, 0.3], [-0.1, -0.2, 0.3], [0.3, -0.1, 0.3], [0.0, 0.0, 0.1], [0.0, -0.1, 0.2], [0.1, 0.1, -0.2], [0.1, 0.0, -0.3], [-0.2, 0.2, 0.0], [0.0, -0.2, -0.3], [0.1, 0.1, 0.4], [-0.2, -0.1, -0.1], [0.3, 0.3, 0.1], [-0.1, -0.3, -0.2], [0.0, 0.2, 0.2], [-0.1, -0.5, 0.1], [0.1, -0.5, 0.2], [0.1, -0.1, -0.1], [0.1, 0.5, 0.1], [-0.4, -0.1, -0.2], [0.1, 0.0, -0.2], [-0.1, 0.3, 0.2], [0.2, 0.2, -0.4], [-0.2, 0.2, -0.3], [-0.5, 0.2, 0.1], [-0.1, -0.1, 0.3], [0.1, 0.2, -0.5]], "mulliken_charge": [-0.381, 0.836, 1.043, -0.221, -0.229, -0.246, -0.207, -0.211, -1.207, -0.224, -1.298, 0.498, -0.863, -0.124, -0.859, -0.976, 0.677, -0.187, -0.806, -0.757, -0.902, -0.603, -1.103, -0.565, -0.985, 0.485, 0.419, 0.388, 0.379, 0.444, 0.317, 0.444, 0.432, 0.535, 0.311, 0.435, 0.515, 0.392, 0.436, -0.185, 0.381, 0.445, 0.313, 0.550, -0.342, 0.359, 0.560, 0.367, 0.639, 0.377, 0.406, 0.457, 0.339, 0.422, 0.469, 0.409], "charge": 2, "e_homo_ev": [-11.557, -15.513], "de_lowest_kj_mol": 0.0, "multiplicity": 5, "homo_lumo_gap_ha": [0.1930, 0.1803]}

# 4
{"formula": "C17H31IrN8O2", "method": "ωB97M-V with the def2-TZVPD basis set", "elements": ["Ir", "O", "O", "N", "N", "N", "N", "N", "N", "N", "N", "C", "C", "C", "C", "C", "C", "C", "C", "C", "C", "C", "C", "C", "C", "C", "C", "C", "H", "H", "H", "H", "H", "H", "H", "H", "H", "H", "H", "H", "H", "H", "H", "H", "H", "H", "H", "H", "H", "H", "H", "H", "H", "H", "H", "H", "H", "H", "H"], "positions_angstrom": [[-0.2560, -0.6553, 1.0176], [-1.8751, -4.2362, 1.6188], [-0.8346, -2.4215, 0.8015], [-0.7849, 1.0129, 0.0878], [-3.0499, 1.1745, 0.7075], [-1.0492, -1.1621, 3.0517], [1.2157, -0.5429, -0.3687], [2.4072, -1.8175, -1.9764], [-1.7276, -2.3848, 2.9136], [2.3923, -2.5125, 0.2148], [-1.7475, 3.0855, 0.7260], [1.2699, 0.6477, -0.9946], [0.9501, 2.9585, -2.5066], [-2.8491, 4.0458, 0.5281], [2.3846, 1.1766, -1.6993], [2.4898, -3.9584, -0.0650], [2.0263, -1.6403, -0.7178], [-3.3587, -0.1367, 0.1073], [3.6915, -2.4508, -2.3240], [2.4280, -2.1725, 1.6334], [2.2380, 2.3183, -2.4165], [-0.0911, 2.5402, -1.7309], [-1.8950, 1.7856, 0.5065], [1.6267, -1.3843, -3.1414], [-1.5126, -3.1220, 1.7715], [0.0914, 1.4476, -0.8566], [-0.4753, 3.6993, 1.1281], [-4.0169, 1.6447, 1.7145], [-3.0142, -0.1884, -0.9226], [-2.4340, 4.9260, 0.0388], [2.1203, -0.5667, -3.6654], [1.7505, -4.4730, 0.5502], [-4.4256, 0.7713, 2.2199], [3.3414, 0.6756, -1.6424], [1.5611, -2.2216, -3.8353], [0.2571, 2.9450, 1.4002], [-3.2867, 4.3674, 1.4715], [-3.6169, 3.6178, -0.1097], [0.6196, -1.0922, -2.8575], [-4.8507, 2.1803, 1.2638], [-4.4361, -0.2764, 0.1244], [2.2692, -4.1767, -1.1029], [3.5340, -3.3647, -2.8951], [3.0178, -2.9229, 2.1549], [-0.3243, -1.2230, 3.7686], [-3.5295, 2.2811, 2.4476], [-2.0531, -2.8719, 3.7389], [0.8205, 3.7987, -3.1764], [-1.7108, -0.4522, 3.3640], [-2.9094, -0.9511, 0.6734], [1.4278, -2.1999, 2.0765], [2.8815, -1.1972, 1.7957], [3.4765, -4.3379, 0.1941], [3.0816, 2.7391, -2.9474], [4.2810, -2.6624, -1.4393], [4.2473, -1.7594, -2.9590], [-1.0500, 3.0358, -1.7898], [-0.0750, 4.3278, 0.3335], [-0.6590, 4.3323, 1.9954]], "atomic_forces_ev_per_a": [[0.5, 0.1, 0.7], [0.2, 0.0, -0.3], [0.3, -0.6, -0.4], [-0.1, -0.4, 1.2], [0.1, -0.4, 0.0], [-0.5, 0.5, -0.5], [-0.8, -0.2, 0.0], [-0.1, 0.3, -0.1], [-0.1, 0.1, 0.0], [-0.4, 0.1, 0.2], [0.2, 0.0, 0.0], [0.8, 0.1, -0.2], [0.4, -0.1, 0.0], [-0.1, 0.1, 0.1], [0.1, -0.1, 0.0], [0.0, -0.2, 0.0], [0.5, -0.2, 0.0], [0.0, 0.1, -0.2], [0.0, -0.1, -0.1], [0.2, 0.1, -0.1], [-0.3, 0.1, -0.1], [-0.2, -0.1, 0.2], [-0.2, 0.1, -0.1], [0.0, -0.1, -0.1], [-0.3, -0.2, 0.3], [-0.2, 0.5, -0.7], [0.0, 0.0, 0.0], [-0.2, 0.1, 0.0], [0.0, 0.0, 0.0], [0.0, 0.0, 0.0], [0.0, 0.0, 0.1], [0.0, 0.1, 0.0], [0.1, 0.0, 0.0], [0.0, -0.1, -0.1], [0.0, -0.1, 0.1], [0.0, 0.0, 0.0], [0.0, 0.0, 0.0], [0.0, 0.0, 0.0], [0.0, 0.0, 0.0], [0.0, 0.0, 0.0], [0.0, 0.1, -0.1], [0.0, 0.1, 0.0], [-0.1, 0.0, 0.1], [0.1, 0.0, 0.0], [0.2, 0.0, -0.1], [0.1, 0.0, 0.0], [0.0, 0.0, 0.1], [0.0, 0.0, 0.0], [0.0, 0.0, 0.1], [-0.1, 0.0, 0.1], [0.0, -0.1, 0.1], [0.0, 0.0, 0.0], [0.0, 0.1, -0.1], [0.0, 0.0, 0.0], [0.0, 0.0, 0.0], [-0.1, 0.1, 0.0], [0.0, 0.1, 0.1], [0.0, 0.0, -0.1], [0.0, 0.0, 0.0]], "mulliken_charge": [0.919, -0.460, -0.656, 0.083, 0.132, -0.482, -0.059, 0.003, -0.175, 0.054, 0.061, 0.269, -0.680, -1.184, -0.501, -1.150, 0.433, -1.381, -1.146, -1.269, -0.614, -0.558, 0.187, -0.983, 0.564, 0.856, -1.000, -1.327, 0.324, 0.414, 0.360, 0.410, 0.493, 0.565, 0.439, 0.301, 0.414, 0.426, 0.334, 0.384, 0.503, 0.416, 0.434, 0.436, 0.338, 0.475, 0.291, 0.486, 0.333, 0.580, 0.444, 0.349, 0.399, 0.496, 0.377, 0.410, 0.602, 0.371, 0.458], "charge": 3, "e_homo_ev": [-18.068, -18.398], "de_lowest_kj_mol": 32.0, "multiplicity": 2, "homo_lumo_gap_ha": [0.2507, 0.2261]}

Number 1: E_tot -50844.945 eV. Number 2: E_tot -181145.198 eV. Number 3: E_tot -53754.507 eV. Number 4: E_tot -36958.212 eV.